--- w ---
Formula: C17H25Cl10F3O12
Source: the OMol25 dataset
Level of theory: ωB97M-V with the def2-TZVPD basis set

Last columns: bonded neighbours and bond lengths (Å).
Geometry (Å):
1 Cl 14.073 5.668 11.653  C27 1.778
2 Cl 6.815 5.156 10.250  C42 1.783
3 Cl 15.120 -0.163 8.654  C35 1.770
4 Cl 8.185 1.690 10.767  C32 1.785
5 Cl 5.533 3.266 12.132  C42 1.783
6 Cl 12.896 4.874 9.133  C27 1.792
7 Cl 8.961 4.318 6.785  C30 1.789
8 Cl 10.669 2.520 8.178  C30 1.757
9 Cl 8.962 -0.885 9.536  C32 1.789
10 Cl 13.824 1.616 10.612  C35 1.784
11 F 5.724 4.096 7.306  C31 1.360
12 F 11.568 7.878 10.503  C36 1.363
13 F 9.745 5.233 11.055  C29 1.352
14 O 9.521 -1.413 4.699  C38 1.196
15 O 7.766 -0.462 5.699  C37 1.418, C38 1.335
16 O 10.456 7.253 8.619  C28 1.336, C36 1.405
17 O 4.605 6.899 5.624  C33 1.342, C41 1.454
18 O 9.225 4.359 13.072  C29 1.399, C40 1.354
19 O 5.572 4.966 5.188  C31 1.414, C33 1.361
20 O 9.315 9.079 9.001  C26 1.423, C28 1.339
21 O 4.817 6.211 3.484  C33 1.179
22 O 10.643 2.732 12.603  C34 1.414, C40 1.344
23 O 8.798 2.296 13.810  C40 1.175
24 O 7.764 -2.629 5.271  C38 1.316, C39 1.438
25 O 8.258 7.277 8.186  C28 1.188
26 C 10.678 9.488 9.024  O20 1.423, C36 1.538, H45 1.090, H51 1.086
27 C 14.432 4.990 10.049  Cl1 1.778, Cl6 1.792, H53 1.083, H63 1.084
28 C 9.253 7.826 8.533  O16 1.336, O20 1.339, O25 1.188
29 C 10.212 4.976 12.298  F13 1.352, O18 1.399, C34 1.530, H60 1.087
30 C 9.539 3.845 8.410  Cl7 1.789, Cl8 1.757, H50 1.081, H61 1.079
31 C 5.794 5.232 6.559  F11 1.360, O19 1.414, C41 1.502, H48 1.089
32 C 9.194 0.225 10.920  Cl4 1.785, Cl9 1.789, H65 1.082, H67 1.083
33 C 4.977 6.062 4.643  O17 1.342, O19 1.361, O21 1.179
34 C 11.328 3.928 12.289  O22 1.414, C29 1.530, H43 1.089, H46 1.090
35 C 14.036 1.217 8.885  Cl3 1.770, Cl10 1.784, H47 1.086, H64 1.086
36 C 11.397 8.136 9.176  F12 1.363, O16 1.405, C26 1.538, H59 1.086
37 C 8.476 0.755 5.852  O15 1.418, H44 1.089, H55 1.092, H62 1.085
38 C 8.430 -1.498 5.182  O14 1.196, O15 1.335, O24 1.316
39 C 6.443 -2.636 5.841  O24 1.438, H54 1.086, H56 1.086, H57 1.091
40 C 9.508 3.047 13.250  O18 1.354, O22 1.344, O23 1.175
41 C 4.637 6.140 6.863  O17 1.454, C31 1.502, H52 1.089, H66 1.087
42 C 5.530 3.943 10.482  Cl2 1.783, Cl5 1.783, H49 1.084, H58 1.082
43 H 12.130 4.138 12.994  C34 1.089
44 H 9.462 0.573 6.278  C37 1.089
45 H 10.961 10.020 8.115  C26 1.090
46 H 11.775 3.855 11.298  C34 1.090
47 H 13.088 0.918 8.447  C35 1.086
48 H 6.761 5.711 6.706  C31 1.089
49 H 5.725 3.075 9.863  C42 1.084
50 H 10.025 4.667 8.916  C30 1.081
51 H 10.821 10.125 9.891  C26 1.086
52 H 3.689 5.620 6.990  C41 1.089
53 H 14.879 4.008 10.135  C27 1.083
54 H 6.522 -2.168 6.818  C39 1.086
55 H 8.632 1.201 4.868  C37 1.092
56 H 6.081 -3.659 5.871  C39 1.086
57 H 5.762 -2.121 5.163  C39 1.091
58 H 4.551 4.362 10.287  C42 1.082
59 H 12.353 8.121 8.662  C36 1.086
60 H 10.568 5.890 12.767  C29 1.087
61 H 8.669 3.398 8.867  C30 1.079
62 H 7.918 1.456 6.463  C37 1.085
63 H 15.077 5.645 9.474  C27 1.084
64 H 14.340 2.109 8.347  C35 1.086
65 H 8.936 -0.221 11.872  C32 1.082
66 H 4.818 6.914 7.605  C41 1.087
67 H 10.235 0.522 10.888  C32 1.083

## Properties
* SMILES string: O=C1OC[C@@H](F)O1.O=C1OC[C@@H](F)O1.O=C1OC[C@@H](F)O1.COC(=O)OC.ClCCl.ClCCl.ClCCl.ClCCl.ClCCl
* frontier orbital gap: 10.43 eV
* E_LUMO: 0.0 eV
* 2S+1: 1

=====

--- x ---
Formula: C17H25Cl10F3O12
Source: the OMol25 dataset
Level of theory: ωB97M-V with the def2-TZVPD basis set

Last columns: bonded neighbours and bond lengths (Å).
Geometry (Å):
1 Cl -10.771 0.418 -1.468  C31 1.814
2 Cl 2.945 4.583 5.778  C35 1.778
3 Cl -8.284 0.699 0.080  C31 1.746
4 Cl 11.164 -1.126 1.568  C28 1.792
5 Cl -1.520 -8.427 -2.875  C27 1.788
6 Cl 1.060 -9.913 -2.806  C27 1.819
7 Cl -5.517 -2.763 -5.780  C36 1.748
8 Cl 3.027 1.777 5.394  C35 1.748
9 Cl 12.240 0.002 -0.855  C28 1.786
10 Cl -2.815 -2.167 -6.463  C36 1.838
11 F -4.098 -5.646 6.871  C38 1.359
12 F 4.003 7.549 -0.342  C41 1.402
13 F -0.956 3.944 -0.974  C37 1.326
14 O 1.764 -1.995 -0.183  C30 1.339, C40 1.470
15 O -2.657 5.228 -1.811  C34 1.367, C37 1.418
16 O -2.523 7.123 -2.978  C34 1.192
17 O 6.205 4.479 -2.395  C42 1.196
18 O 5.701 6.241 -1.290  C41 1.435, C42 1.326
19 O -6.911 -2.893 5.878  C39 1.252
20 O -1.511 5.218 -3.794  C32 1.447, C34 1.389
21 O -4.595 -2.781 5.970  C29 1.372, C39 1.362
22 O 4.927 6.236 -3.313  C26 1.459, C42 1.350
23 O 0.755 -3.336 1.395  C30 1.267
24 O -0.333 -2.595 -0.493  C30 1.335, C33 1.420
25 O -5.535 -4.703 5.392  C38 1.365, C39 1.360
26 C 4.263 7.384 -2.703  O22 1.459, C41 1.511, H43 1.090, H56 1.090
27 C -0.146 -8.940 -1.853  Cl5 1.788, Cl6 1.819, H55 1.090, H64 1.090
28 C 11.355 0.399 0.645  Cl4 1.792, Cl9 1.786, H46 1.090, H50 1.090
29 C -3.585 -3.703 5.865  O21 1.372, C38 1.530, H63 1.090, H66 1.090
30 C 0.746 -2.732 0.281  O14 1.339, O23 1.267, O24 1.335
31 C -10.011 0.459 0.178  Cl1 1.814, Cl3 1.746, H58 1.090, H65 1.090
32 C -1.364 3.876 -3.272  O20 1.447, C37 1.503, H53 1.090, H57 1.090
33 C -1.601 -3.060 -0.056  O24 1.420, H59 1.090, H62 1.090, H67 1.090
34 C -2.232 5.971 -2.877  O15 1.367, O16 1.192, O20 1.389
35 C 4.030 3.205 5.489  Cl2 1.778, Cl8 1.748, H49 1.090, H51 1.090
36 C -4.276 -3.173 -6.942  Cl7 1.748, Cl10 1.838, H47 1.090, H60 1.090
37 C -1.920 4.019 -1.883  F13 1.326, O15 1.418, C32 1.503, H45 1.090
38 C -4.245 -5.067 5.650  F11 1.359, O25 1.365, C29 1.530, H44 1.090
39 C -5.780 -3.411 5.741  O19 1.252, O21 1.362, O25 1.360
40 C 3.139 -2.299 0.240  O14 1.470, H48 1.090, H52 1.090, H61 1.090
41 C 4.959 7.466 -1.365  F12 1.402, O18 1.435, C26 1.511, H54 1.090
42 C 5.619 5.522 -2.401  O17 1.196, O18 1.326, O22 1.350
43 H 3.175 7.327 -2.671  C26 1.090
44 H -3.734 -5.702 4.926  C38 1.090
45 H -2.572 3.155 -1.754  C37 1.090
46 H 11.962 1.071 1.251  C28 1.090
47 H -4.630 -2.829 -7.914  C36 1.090
48 H 3.396 -1.824 1.187  C40 1.090
49 H 4.704 3.143 6.344  C35 1.090
50 H 10.417 0.895 0.394  C28 1.090
51 H 4.501 3.375 4.520  C35 1.090
52 H 3.888 -1.876 -0.430  C40 1.090
53 H -0.411 3.349 -3.249  C32 1.090
54 H 5.536 8.388 -1.286  C41 1.090
55 H 0.426 -8.107 -1.444  C27 1.090
56 H 4.472 8.264 -3.310  C26 1.090
57 H -1.975 3.164 -3.828  C32 1.090
58 H -10.264 -0.377 0.830  C31 1.090
59 H -1.837 -4.114 -0.204  C33 1.090
60 H -4.002 -4.227 -6.892  C36 1.090
61 H 3.348 -3.364 0.343  C40 1.090
62 H -2.368 -2.511 -0.602  C33 1.090
63 H -3.036 -3.605 6.801  C29 1.090
64 H -0.497 -9.567 -1.034  C27 1.090
65 H -10.414 1.298 0.746  C31 1.090
66 H -2.881 -3.501 5.057  C29 1.090
67 H -1.920 -2.892 0.972  C33 1.090

## Properties
* SMILES string: O=C1OC[C@@H](F)O1.O=C1OC[C@@H](F)O1.O=C1OC[C@@H](F)O1.COC(=O)OC.ClCCl.ClCCl.ClCCl.ClCCl.ClCCl
* frontier orbital gap: 10.75 eV
* E_LUMO: -0.1 eV
* 2S+1: 1

=====

The relative energies come out as w 0.0; x 289.1, with values in kJ/mol.